Arrangement w

Density functional theory data (the ωB97M-V functional and the def2-TZVPD basis) for one molecule with the formula C9H10N4.

HOMO (eV): -9.5302
Charge: 0
Gap between HOMO and LUMO (eV): 8.14
Structure (SMILES): CCCc1nnc2ccncc2n1

Last column: Mulliken charge in e.
Cartesian coordinates (Å):
1 N -1.18092 -1.25168 0.60914  -0.3783
2 N 2.09340 1.76798 2.73411  -0.5891
3 N 0.83663 -0.25569 -0.05763  -0.4979
4 N -1.16905 -0.62542 1.79654  -0.5108
5 C -0.23985 -1.06541 -0.28449  0.3671
6 C 1.09191 1.58268 3.59804  -0.3152
7 C 1.99344 1.17080 1.52589  -0.3353
8 C -0.00029 0.76331 3.31714  -0.1999
9 C 0.90074 0.36788 1.14985  0.6533
10 C -0.12772 0.18990 2.08326  0.5801
11 C -1.33895 0.28038 -2.85304  -1.0897
12 C -0.39250 -1.70328 -1.63673  -0.5559
13 C -0.18008 -0.70415 -2.79819  -0.4689
14 H 1.10461 2.06913 4.55363  0.3670
15 H 2.77269 1.25474 0.76788  0.3965
16 H -0.80089 0.66978 4.03961  0.3891
17 H -2.28218 -0.26981 -3.02831  0.2911
18 H -1.44181 0.87019 -1.93508  0.2942
19 H -1.22003 1.00320 -3.70139  0.3302
20 H 0.37149 -2.46994 -1.76061  0.2676
21 H -1.37182 -2.17860 -1.73430  0.3270
22 H -0.15696 -1.31023 -3.70548  0.3347
23 H 0.73815 -0.15576 -2.67984  0.3430

Arrangement x

Density functional theory data (the ωB97M-V functional and the def2-TZVPD basis) for one molecule with the formula C9H10N4.

HOMO (eV): -8.7994
Charge: 0
Gap between HOMO and LUMO (eV): 9.28
Structure (SMILES): NCc1cn(-c2ccccc2)nn1

Last column: Mulliken charge in e.
Cartesian coordinates (Å):
1 C -2.67656 -1.80461 -1.72232  -0.8203
2 C -1.48487 -1.15515 -1.29436  -0.1049
3 C -0.93922 -0.68112 -0.10050  0.1381
4 C 0.95048 0.79348 0.35325  0.5041
5 C 2.29689 1.22528 0.15579  -0.5108
6 C 2.92295 1.90068 1.08925  -0.0971
7 C 2.33014 2.35629 2.29862  -0.4416
8 C 1.13411 1.95088 2.47394  -0.6069
9 C 0.34291 1.28924 1.46748  -0.4323
10 H -2.36375 -3.94932 -1.41995  0.2552
11 H -1.80297 -3.27627 -2.72319  0.2761
12 H -3.41967 -1.75893 -0.85500  0.3152
13 H -3.34872 -1.32244 -2.43001  0.3193
14 H -1.30230 -0.88495 0.88976  0.4623
15 H 3.06960 0.96093 -0.53859  0.3497
16 H 4.00440 2.30845 0.99461  0.2205
17 H 3.00959 2.79085 3.10507  0.2964
18 H 0.56278 2.12379 3.37334  0.3122
19 H -0.66801 1.31380 1.55037  0.6359
20 N -2.64919 -3.31463 -2.16374  -0.6403
21 N 0.24189 -0.08323 -0.40459  0.4132
22 N 0.39659 -0.15414 -1.81848  -0.4651
23 N -0.60707 -0.62885 -2.28075  -0.3790

Relative energies, in kcal/mol, with the most stable structure set to zero: arrangement w 0.0; arrangement x 46.7.